[1]
A molecular structure, C28H60KN2O6S in a non-equilibrium geometry, computed with wB97M-V/def2-TZVPD.

Summary:
**2S+1**: 2
**Lowest unoccupied orbital energy (alpha / beta)**: 0.001 / -2.881 eV
**Kohn-Sham gap (alpha / beta)**: 6.4 / 3.5 eV
**E_HOMO (alpha / beta)**: -0.2351 / -0.2351 Eh
**Calculated total energy**: -72427.42312 eV
**F_max**: 0.092 hartree/bohr

Each line ends with the Löwdin spin population.
Cartesian coordinates (Å):
C1 -2.718 8.658 18.064  0.0450
H1 -5.050 9.016 16.995  0.0035
C2 3.381 4.236 19.910  0.0000
H2 -0.385 6.733 19.203  0.0011
H3 1.634 2.159 19.606  0.0000
H4 3.630 5.282 20.088  0.0000
C3 -2.939 -0.050 21.500  0.0000
H5 1.284 7.097 17.530  0.0000
H6 0.682 2.654 18.404  0.0000
H7 -0.296 3.630 13.326  0.0000
H8 2.463 2.505 18.075  0.0000
C4 1.876 5.269 18.203  0.0000
K1 -2.211 3.958 19.242  -0.0002
H9 -1.891 5.831 12.902  0.0000
H10 2.588 7.048 21.024  0.0000
H11 -5.913 4.367 15.220  0.0000
H12 -3.361 1.008 23.900  0.0000
H13 -6.357 3.037 14.433  0.0000
H14 3.454 3.557 20.760  0.0000
H15 -8.589 1.486 16.829  0.0000
C5 1.692 2.849 18.765  0.0000
C6 -6.239 2.802 16.676  0.0001
O1 -1.358 3.819 16.615  -0.0004
C7 0.709 6.090 20.853  0.0002
H16 -2.226 8.567 19.032  0.0000
H17 -6.087 -1.263 15.700  0.0000
H18 -4.537 2.063 18.951  0.0000
H19 -0.582 5.527 22.534  0.0000
H20 -7.105 1.263 19.050  0.0000
C8 -4.862 7.943 17.023  0.0461
H21 2.432 5.732 22.191  0.0000
H22 -0.794 7.151 21.955  0.0000
C9 -2.377 5.547 14.903  -0.0004
C10 1.737 6.777 18.469  0.0001
C11 0.591 7.036 19.583  0.0011
C12 -0.658 6.121 21.623  0.0003
O2 0.232 5.210 15.246  0.0000
H23 -7.996 3.586 17.734  0.0000
S1 -1.011 4.468 15.373  -0.0002
H24 -4.492 7.577 16.065  -0.0002
H25 -4.410 3.791 17.145  0.0014
H26 -6.519 4.678 17.769  0.0005
C13 -2.268 1.112 22.104  0.0000
H27 -1.470 0.566 22.606  0.0000
H28 -4.566 -0.411 18.346  0.0000
H29 -2.224 6.586 15.194  -0.0003
H30 -4.521 7.982 18.991  -0.0017
H31 -0.140 3.307 21.219  0.0000
C14 -6.610 3.542 15.365  0.0000
H32 -4.330 2.460 15.954  0.0000
O3 -1.697 1.969 21.160  0.0003
H33 -5.889 7.632 17.216  0.0000
H34 -2.184 -0.537 20.884  0.0000
C15 -1.175 3.306 13.884  0.0000
C16 -2.537 3.724 13.254  0.0000
H35 4.038 3.865 19.123  0.0000
O4 -8.026 1.368 16.060  0.0000
H36 -1.372 5.782 20.873  0.0003
H37 -3.571 5.637 13.104  0.0000
H38 -3.873 2.296 22.840  0.0000
O5 0.715 3.729 21.328  0.0000
C17 -7.103 0.256 18.630  0.0000
H39 -6.668 3.345 18.859  0.0000
H40 2.711 5.057 17.535  0.0000
H41 -6.339 -1.881 17.378  0.0000
H42 2.672 7.296 18.679  0.0000
C18 -4.719 2.769 16.924  0.0011
C19 -2.992 1.812 23.264  0.0000
H43 -3.197 1.762 18.143  0.0000
H44 0.561 8.091 19.856  0.0000
C20 -3.904 7.650 18.156  0.0615
C21 -6.348 0.298 17.338  0.0000
H45 -3.085 9.646 17.786  0.0042
H46 -2.610 3.492 12.191  0.0000
H47 -3.259 5.171 15.421  0.0001
C22 -4.269 1.702 17.958  0.0001
N1 -6.789 1.454 16.532  0.0001
C23 -4.810 0.323 17.578  0.0001
H48 -7.629 -1.117 16.468  0.0000
H49 1.577 7.218 22.563  0.0000
H50 -3.489 -0.701 22.180  0.0000
H51 -8.081 -0.059 18.266  0.0000
H52 -3.347 3.299 13.847  0.0000
C24 1.915 6.582 21.744  0.0002
H53 -4.340 0.170 16.606  0.0000
H54 -2.365 2.559 23.751  0.0000
H55 -1.928 8.372 17.369  0.0004
H56 -0.927 2.282 14.164  0.0000
C25 1.940 4.313 19.371  0.0000
H57 -3.575 0.343 20.707  0.0000
H58 -6.640 -0.458 19.311  0.0000
C26 -2.619 5.245 13.463  0.0000
O6 -3.469 6.295 18.144  0.8348
C27 -6.558 -1.085 16.666  0.0000
H59 1.108 4.877 17.536  0.0000
N2 0.902 4.676 20.358  0.0001
H60 -7.620 3.943 15.281  0.0000
C28 -6.915 3.665 17.846  0.0003

---

[2]
A molecular structure, C23H38Cl27N2O6P in a non-equilibrium geometry, computed with wB97M-V/def2-TZVPD.

Summary:
**Lowest unoccupied orbital energy**: -0.035 eV
**Kohn-Sham gap**: 8.7 eV
**E_HOMO**: -0.3225 Eh
**Calculated total energy**: -387118.40133 eV
**F_max**: 0.119 hartree/bohr

Each line ends with the Mulliken charge.
Cartesian coordinates (Å):
Cl1 0.675 0.963 -8.600  -0.1649
H1 0.861 2.905 4.783  0.5365
C1 0.319 1.139 -6.875  0.3788
H2 5.875 -1.886 -4.710  0.3042
Cl2 -4.579 -0.063 0.602  0.0652
H3 -2.790 -1.021 1.934  -0.6051
H4 -2.337 0.581 3.285  -0.2096
P1 -1.918 2.036 5.283  0.6736
N1 -2.204 -3.217 5.321  -0.6921
O1 7.483 -0.250 3.322  -0.3048
H5 -5.849 -6.363 -2.837  -0.2441
C2 -0.769 0.081 1.876  -0.1324
H6 -0.466 -1.388 3.900  0.2226
C3 5.795 -0.846 -4.398  -0.0298
Cl3 -3.946 -6.639 -4.192  -0.1288
C4 -2.524 -2.070 4.389  0.4741
Cl4 -1.431 2.219 -9.840  -0.0152
C5 -3.553 -1.050 -7.302  -0.1017
H7 -1.740 4.196 5.418  0.3071
C6 1.955 1.536 -1.534  -0.1501
H8 -0.834 -3.046 3.172  0.3192
H9 -1.250 -3.056 5.697  0.2381
C7 6.252 1.891 3.719  -0.3279
Cl5 6.607 0.161 -5.604  -0.1311
H10 -4.099 1.852 -1.876  0.3105
H11 9.118 -2.980 2.685  0.2455
C8 -6.335 -3.029 -1.662  -0.0040
H12 2.266 2.486 -1.965  0.3473
C9 -3.270 1.519 -2.498  -0.2088
Cl6 6.577 -0.678 -2.819  -0.1174
H13 -6.437 -2.560 -2.639  0.2762
O2 5.171 1.292 2.962  -0.2508
C10 -5.307 -7.225 -3.224  0.6259
Cl7 -6.723 -1.827 -0.424  -0.0846
H14 4.236 3.265 3.126  0.2856
H15 7.495 -1.615 1.696  0.2662
H16 6.336 3.034 3.543  0.3271
C11 -1.634 1.208 2.631  0.7360
Cl8 -6.415 -8.178 -4.221  -0.1275
H17 8.531 1.471 3.900  0.2680
Cl9 -5.705 -1.273 2.999  -0.0860
H18 -4.303 -1.742 -6.922  0.3588
H19 -1.480 -1.951 1.015  0.4285
H20 -0.338 0.322 -6.576  -0.0478
C12 -1.657 -1.285 1.936  0.2769
C13 8.226 -0.951 2.294  -0.1810
C14 0.573 1.983 4.140  -1.5562
C15 7.640 1.191 3.232  -0.5395
Cl10 -3.236 2.938 -12.007  -0.1422
H21 -2.875 -3.227 6.106  0.2454
O3 -2.307 2.030 1.643  -0.0294
H22 3.653 2.111 1.740  -0.0348
H23 -3.221 1.446 5.068  0.0280
H24 -5.398 1.010 2.529  0.2856
H25 -0.599 0.337 0.761  -0.2609
Cl11 -7.460 -4.394 -1.580  -0.1634
H26 0.262 -0.118 2.325  0.1466
H27 -3.782 2.259 -9.823  0.1207
Cl12 -1.989 -1.879 -7.319  -0.1348
Cl13 4.080 -0.427 -4.290  -0.0370
Cl14 -3.499 0.356 -6.230  -0.0069
Cl15 -4.728 -8.179 -1.851  -0.1232
Cl16 -1.799 1.519 -1.515  0.0897
H28 8.750 -0.271 1.535  0.2584
Cl17 -3.628 -0.115 -3.079  -0.1011
Cl18 -4.019 -0.569 -8.940  -0.1058
H29 10.397 -1.653 2.780  0.2673
C16 -1.276 -2.005 3.341  -0.8046
H30 2.940 0.469 3.874  0.2921
Cl19 -3.108 2.641 -3.857  -0.1022
C17 -3.012 2.899 -10.252  0.1585
O4 -1.016 3.493 2.940  -0.3387
H31 0.667 1.081 4.860  0.4198
Cl20 -4.665 -3.588 -1.484  -0.0950
H32 -2.600 -1.064 4.934  0.0832
Cl21 -3.191 4.520 -9.565  -0.1351
C18 -5.715 0.147 1.945  -0.0692
H33 9.208 -1.779 4.175  0.2580
H34 6.194 1.699 4.852  0.2175
C19 -0.928 2.235 3.643  0.5839
C20 -2.202 3.397 2.125  0.4202
O5 1.550 1.944 3.059  0.0417
Cl22 -7.350 0.455 1.339  -0.1055
C21 9.304 -1.903 3.028  -0.8886
H35 7.861 1.582 2.180  0.3257
Cl23 -0.516 2.667 -6.563  -0.1009
N2 -2.149 3.453 6.007  -0.8689
Cl24 1.056 1.866 -0.045  0.0309
C22 2.805 1.595 3.731  -0.5398
Cl25 3.405 0.583 -1.183  -0.0783
Cl26 0.928 0.699 -2.709  -0.0886
H36 2.900 2.087 4.763  0.3077
H37 -3.521 -2.278 3.878  -0.2215
C23 4.035 2.179 2.834  -0.2494
O6 -2.985 4.350 1.911  -0.5629
Cl27 1.803 1.037 -5.917  -0.1063
H38 -1.125 1.220 6.157  0.0835

---

[3]
A molecular structure, C28H29N2O4S2Se2V, computed with wB97M-V/def2-TZVPD.

Summary:
**2S+1**: 3
**Lowest unoccupied orbital energy (alpha / beta)**: -5.453 / -5.320 eV
**Kohn-Sham gap (alpha / beta)**: 8.2 / 8.4 eV
**Relative energy (zero: lowest compared OMol25 entry of this formula, charge and spin)**: 68.9 kcal per mole
**E_HOMO (alpha / beta)**: -0.5000 / -0.5026 Eh
**Calculated total energy**: -218712.28067 eV
**Charge**: +2
**F_max**: 0.009 hartree/bohr

Each line ends with the Löwdin spin population.
Cartesian coordinates (Å):
N1 1.453 -2.760 -0.167  -0.0004
H1 -5.611 1.830 -2.873  0.0000
C1 2.806 -4.447 -1.171  -0.0016
H2 -1.198 0.063 3.911  -0.0004
H3 -1.659 0.607 -4.606  0.0001
C2 -0.298 4.108 -3.090  0.0000
H4 -4.491 0.022 0.845  0.0000
H5 0.153 2.042 -4.471  0.0000
H6 2.098 1.149 -3.594  -0.0001
H7 -0.170 4.221 -4.170  0.0000
C3 2.360 -3.139 -1.074  0.0059
C4 -2.162 7.295 0.721  0.0000
C5 -0.880 2.719 -2.785  -0.0002
H8 -0.598 2.072 0.674  -0.0003
H9 1.829 3.720 -2.696  -0.0001
H10 -1.967 1.836 -1.152  0.0003
H11 -2.554 -1.035 -0.249  0.0008
H12 -1.862 2.721 -3.270  0.0000
H13 -6.007 1.479 -0.458  0.0000
H14 1.419 5.414 -2.821  0.0000
C6 -3.202 -0.383 -0.815  0.0011
H15 -1.032 4.858 -2.792  0.0000
C7 -0.536 6.718 -0.954  0.0001
S1 1.189 4.605 -0.681  0.0017
C8 -0.797 5.339 1.027  0.0000
H16 -2.273 5.996 2.427  0.0000
H17 -0.038 6.943 -1.889  0.0000
C9 -5.151 1.023 -0.936  0.0000
H18 -1.809 8.431 -1.067  0.0000
O1 0.631 -0.590 3.137  -0.0099
H19 -1.637 3.526 -0.950  -0.0002
C10 -2.963 -0.136 -2.158  0.0026
N2 0.537 0.948 -0.581  0.0001
C11 -1.533 7.561 -0.487  0.0000
C12 1.048 4.448 -2.468  -0.0001
C13 -0.197 5.605 -0.197  0.0001
C14 1.449 0.876 -1.636  0.0066
H20 0.005 -0.569 5.072  -0.0001
H21 0.904 -5.729 1.312  -0.0001
C15 -0.124 2.156 -0.304  0.0041
C16 -1.191 2.589 -1.292  -0.0008
H22 -0.486 4.492 1.625  0.0000
S2 -1.591 -0.973 -2.943  0.0044
Se1 3.098 0.027 -1.051  0.0214
C17 -3.838 0.636 -2.915  0.0003
H23 3.567 -4.705 -1.895  -0.0003
C18 -4.299 0.211 -0.203  0.0003
C19 0.959 -3.696 0.670  0.0082
C20 1.334 -5.019 0.620  -0.0005
C21 -0.457 -0.709 4.102  -0.0037
H24 2.609 -6.430 -0.384  0.0004
H25 -0.148 -0.254 -4.567  -0.0001
O2 0.974 3.180 -0.052  0.0034
C22 -4.927 1.225 -2.292  0.0004
C23 -0.830 0.333 -3.946  0.0004
O3 -0.664 -1.419 -1.826  0.0269
C24 -1.794 6.190 1.477  0.0000
Se2 3.073 -1.890 -2.354  0.0017
C25 1.263 1.226 -2.907  -0.0072
C26 -0.074 1.604 -3.493  -0.0009
O4 -0.820 -1.040 1.486  0.0411
H26 -2.936 7.960 1.081  0.0000
V1 0.359 -0.936 -0.122  1.9125
H27 -0.914 -1.691 4.025  -0.0005
H28 0.230 -3.355 1.393  0.0008
H29 -3.695 0.773 -3.979  0.0000
C27 0.353 -0.771 1.893  -0.0250
C28 2.277 -5.403 -0.321  0.0068

---

[4]
A single C7H11N molecule in a non-equilibrium geometry, computed with wB97M-V/def2-TZVPD.

Summary:
**Lowest unoccupied orbital energy**: 1.022 eV
**Kohn-Sham gap**: 8.5 eV
**Relative energy (zero: lowest compared OMol25 entry of this formula, charge and spin)**: 41.6 kcal per mole
**E_HOMO**: -0.2755 Eh
**Calculated total energy**: -8925.92645 eV
**SMILES string**: CCc1c[nH]c(C)c1
**F_max**: 0.078 hartree/bohr

Each line ends with the Mulliken charge.
Cartesian coordinates (Å):
H1 0.601 1.487 1.724  0.3438
H2 -0.713 2.699 -1.006  0.2380
H3 -0.443 -3.481 -0.067  0.2654
H4 0.425 -0.982 2.446  0.2248
H5 -0.978 -0.964 -1.566  0.3428
H6 -2.140 -3.010 0.497  0.2313
C1 -0.037 1.786 -1.270  -0.4208
H7 -0.718 -3.312 1.616  0.3535
H8 -0.625 1.565 -2.236  0.2922
H9 1.976 1.635 -1.424  0.4092
C2 1.333 2.454 -1.421  -1.2734
N1 0.316 -0.722 1.496  -0.1052
C3 -0.589 -0.616 -0.607  -0.6494
C4 -0.490 -1.459 0.574  0.2305
C5 0.351 0.611 1.065  -0.6221
H10 1.826 2.889 -0.526  0.3107
C6 -0.970 -2.847 0.672  -1.1275
H11 1.351 3.040 -2.309  0.3508
C7 -0.061 0.651 -0.283  0.6054

---

Q: Among the records above, which one has the highest calculated total energy?
A: C7H11N